Density functional theory data (ωB97M-V with the def2-TZVPD basis set) for a structure of composition C2H4NO2 in a non-equilibrium geometry.

```
9
Properties=species:S:1:pos:R:3:lowdin_charge:R:1
C 0.8405 0.0484 0.7591 -0.166
C -0.0690 -0.2423 -0.3361 0.029
N 1.9174 0.1275 2.4131 0.122
O 1.9347 -0.5740 3.2876 0.307
O 1.8548 -0.6080 0.9787 0.163
H 0.5671 0.9276 1.3716 0.170
H -0.1481 0.6323 -0.9939 0.131
H -1.0892 -0.3577 0.0519 0.130
H 0.2288 -1.1207 -0.9076 0.114
```

Properties
Max |F|, eV/A: 6.39
Electronic energy, Eh: -283.4107
Net charge: +1
LUMO, eV: -6.67